1.
Computed, not measured: a molecular structure, C23H25N2O5Pt, with ωB97M-V with the def2-TZVPD basis set.

Summary:
- Charge: -1
- Gap between HOMO and LUMO (spin up / spin down): 7.21 / 7.47 eV
- LUMO (spin up / spin down): 2.65 / 2.24 eV
- Spin multiplicity: 3
- Expectation value of S²: 2.006
- Maximum force: 0.61 eV Å⁻¹

Each line ends with the natural charge from an NBO analysis.
Cartesian coordinates (Å):
Pt (0.321, -0.622, 0.352)  1.241
O (3.254, 0.472, -2.505)  -0.676
O (3.244, 2.334, 1.170)  -0.668
O (1.426, 1.051, 1.069)  -0.816
O (2.234, -1.884, 1.027)  -0.543
O (1.449, -0.417, -1.543)  -0.786
N (-0.853, -2.330, 0.297)  -0.557
N (-1.793, 0.166, -0.433)  -0.521
C (-4.059, 3.078, -0.194)  -0.223
C (-2.361, 1.436, -0.685)  0.090
C (-2.083, -2.176, -0.285)  -0.047
C (3.138, -2.142, -0.057)  0.080
C (2.693, 1.250, 1.023)  0.798
C (4.300, -2.119, 2.030)  -0.429
C (-3.895, 1.108, 1.330)  -0.419
C (-2.519, -0.878, -0.641)  0.167
C (-2.720, -3.418, -0.372)  -0.246
C (0.596, 2.672, -1.980)  -0.609
C (3.597, 0.004, 0.886)  -0.360
C (-2.510, 3.461, -1.970)  -0.241
C (-1.857, 2.263, -1.702)  0.095
C (-1.833, -4.347, 0.173)  -0.349
C (-2.884, 1.281, 2.470)  -0.597
C (-3.448, 1.866, 0.100)  -0.029
C (4.310, -2.844, 0.659)  -0.428
C (3.596, -0.736, -0.485)  -0.348
C (3.144, -1.123, 1.832)  0.095
C (-3.613, 3.868, -1.242)  -0.222
C (-0.629, 1.904, -2.493)  -0.454
C (-0.697, -3.631, 0.564)  -0.030
C (2.700, -0.145, -1.600)  0.788
H (0.209, -4.007, 1.016)  0.200
H (-1.909, 0.888, 2.179)  0.224
H (-3.501, -0.779, -1.110)  0.178
H (-4.013, 0.043, 1.134)  0.209
H (0.782, 2.433, -0.933)  0.233
H (4.125, -3.913, 0.765)  0.206
H (5.242, -2.703, 0.115)  0.209
H (1.478, 2.379, -2.552)  0.237
H (2.648, -0.790, 2.741)  0.217
H (-0.412, 0.841, -2.421)  0.247
H (0.453, 3.752, -2.067)  0.182
H (-2.765, 2.337, 2.715)  0.204
H (-4.868, 1.489, 1.645)  0.197
H (2.635, -2.719, -0.829)  0.225
H (4.595, 0.352, 1.141)  0.229
H (-3.704, -3.603, -0.775)  0.206
H (-0.792, 2.152, -3.545)  0.194
H (-4.122, 4.793, -1.483)  0.201
H (-1.983, -5.410, 0.282)  0.206
H (-3.219, 0.751, 3.365)  0.198
H (5.237, -1.611, 2.253)  0.209
H (-4.899, 3.403, 0.409)  0.197
H (4.597, -0.754, -0.910)  0.228
H (4.074, -2.810, 2.842)  0.206
H (-2.137, 4.084, -2.777)  0.204

2.
Computed, not measured: a molecular structure, C23H25N2OY in a non-equilibrium geometry, with ωB97M-V with the def2-TZVPD basis set.

Summary:
- Gap between HOMO and LUMO: 8.74 eV
- LUMO: 0.09 eV
- Energy above the lowest of the compared OMol25 structures with the same formula, charge and spin: 0.00 kcal/mol
- Maximum force: 2.13 eV Å⁻¹

Each line ends with the natural charge from an NBO analysis.
Cartesian coordinates (Å):
Y (-0.246, -0.010, 2.050)  1.651
O (-3.406, 1.303, -0.946)  -0.561
N (-1.315, 1.809, 4.987)  -0.433
N (-1.430, 1.588, -2.145)  -0.659
C (-0.063, -2.446, 2.831)  -0.359
C (3.474, 0.840, -3.213)  -0.220
C (-3.530, -1.626, -0.349)  -0.609
C (1.058, 0.666, -3.053)  -0.262
C (-1.284, -1.993, 3.405)  -0.299
C (-0.259, 2.386, -1.735)  -0.248
C (1.915, 0.173, 0.647)  -0.397
C (-2.233, 1.015, -1.164)  0.701
C (1.888, 1.394, 2.602)  -0.306
C (2.199, 0.041, 2.937)  -0.364
C (-0.214, -2.456, 1.409)  -0.370
C (-2.006, -1.467, -0.240)  -0.031
C (1.706, 1.475, 1.194)  -0.394
C (-0.977, 1.254, 4.008)  -0.223
C (2.215, -0.711, 1.720)  -0.323
C (3.430, 2.075, -2.553)  -0.185
C (-1.525, -1.977, 1.106)  -0.140
C (-1.551, 0.038, -0.212)  -0.513
C (1.025, 1.868, -2.335)  0.039
C (2.288, 0.147, -3.484)  -0.205
C (2.205, 2.598, -2.139)  -0.248
C (-2.190, -1.696, 2.350)  -0.383
C (-1.326, -2.200, -1.402)  -0.612
H (1.823, 2.236, 3.292)  0.259
H (-1.495, -3.284, -1.307)  0.231
H (-3.804, -2.659, -0.092)  0.224
H (2.141, 3.573, -1.650)  0.214
H (4.345, 2.637, -2.358)  0.221
H (0.117, 0.152, -3.276)  0.232
H (-0.242, -2.029, -1.442)  0.212
H (4.434, 0.429, -3.528)  0.221
H (2.520, -1.747, 1.598)  0.239
H (-0.454, 0.081, -0.401)  0.258
H (2.457, -0.334, 3.927)  0.252
H (0.806, -2.806, 3.383)  0.246
H (-0.181, 2.393, -0.633)  0.209
H (-3.873, -1.431, -1.373)  0.218
H (1.966, -0.059, -0.417)  0.250
H (-1.501, -1.915, 4.468)  0.258
H (2.312, -0.795, -4.036)  0.219
H (-1.982, 2.065, -2.852)  0.403
H (-1.756, -1.872, -2.359)  0.216
H (1.543, 2.381, 0.611)  0.236
H (-4.066, -0.941, 0.317)  0.230
H (-1.860, 0.506, 0.780)  0.186
H (-0.402, 3.439, -2.032)  0.223
H (0.517, -2.787, 0.668)  0.245
H (-3.213, -1.321, 2.437)  0.254

3.
Computed, not measured: a single C23H25N3O2 molecule, with ωB97M-V with the def2-TZVPD basis set.

Summary:
- Gap between HOMO and LUMO: 8.61 eV
- LUMO: 0.43 eV
- Structure (SMILES): COc1cccc(C(=O)[C@@H]2CCCN(Cc3cccn3-c3cccnc3)C2)c1
- Energy above the lowest of the compared OMol25 structures with the same formula, charge and spin: 52.54 kcal/mol
- Maximum force: 0.84 eV Å⁻¹

Each line ends with the natural charge from an NBO analysis.
Cartesian coordinates (Å):
O (-0.336, -1.781, 0.236)  -0.546
O (2.623, -0.916, 5.262)  -0.493
N (-0.353, 2.319, -0.463)  -0.433
N (0.211, 1.094, -3.538)  -0.359
N (-3.276, 0.105, -4.056)  -0.409
C (3.071, -1.469, 6.477)  -0.252
C (0.030, -2.947, 2.758)  -0.190
C (-0.909, 1.048, 2.088)  -0.394
C (1.276, -2.901, 4.813)  -0.291
C (-0.939, 0.294, -3.609)  0.108
C (-0.877, -1.063, -3.300)  -0.170
C (1.766, -1.639, 4.492)  0.292
C (0.385, 2.232, -2.788)  0.131
C (1.372, -1.030, 3.301)  -0.188
C (0.412, -3.545, 3.940)  -0.190
C (-0.381, 0.874, -0.347)  -0.217
C (-0.632, 2.752, -1.831)  -0.252
C (0.040, 0.434, 1.053)  -0.328
C (-2.170, 0.821, -3.999)  0.023
C (-1.286, 2.921, 0.471)  -0.217
C (-2.038, -1.812, -3.368)  -0.242
C (0.046, -1.079, 1.148)  0.603
C (-3.213, -1.178, -3.741)  0.030
C (1.369, 0.828, -4.211)  -0.065
C (1.664, 2.677, -3.002)  -0.273
C (-0.908, 2.562, 1.904)  -0.400
C (0.502, -1.673, 2.432)  -0.154
C (2.282, 1.797, -3.911)  -0.293
H (-4.150, -1.716, -3.798)  0.194
H (-1.917, 0.657, 1.926)  0.204
H (1.562, -3.393, 5.729)  0.221
H (2.240, -1.652, 7.166)  0.176
H (-2.323, 2.589, 0.271)  0.159
H (1.051, 0.808, 1.238)  0.226
H (-0.592, 3.845, -1.835)  0.218
H (3.739, -0.726, 6.909)  0.203
H (1.433, -0.013, -4.875)  0.214
H (0.322, 0.452, -1.066)  0.216
H (-0.638, -3.443, 2.071)  0.232
H (-1.385, 0.464, -0.568)  0.175
H (-0.602, 0.784, 3.101)  0.219
H (0.089, 2.952, 2.113)  0.204
H (-2.029, -2.862, -3.122)  0.226
H (-1.613, 3.028, 2.594)  0.211
H (0.058, -1.508, -2.995)  0.235
H (-1.247, 4.005, 0.341)  0.201
H (1.789, -0.061, 3.079)  0.219
H (0.041, -4.526, 4.194)  0.216
H (-2.261, 1.860, -4.289)  0.200
H (3.623, -2.400, 6.316)  0.177
H (-1.647, 2.442, -2.136)  0.181
H (2.106, 3.542, -2.548)  0.221
H (3.280, 1.871, -4.296)  0.222

4.
Computed, not measured: a single C23H25N3O4S molecule, with ωB97M-V with the def2-TZVPD basis set.

Summary:
- Gap between HOMO and LUMO: 8.48 eV
- LUMO: 0.10 eV
- Structure (SMILES): CCc1ccc(NC(=O)C2CCN(S(=O)(=O)c3ccc4[nH]c(=O)ccc4c3)CC2)cc1
- Energy above the lowest of the compared OMol25 structures with the same formula, charge and spin: 3.34 kcal/mol
- Maximum force: 0.88 eV Å⁻¹

Each line ends with the natural charge from an NBO analysis.
Cartesian coordinates (Å):
S (-1.026, -3.240, -0.433)  2.346
O (-2.416, -3.386, -0.766)  -0.942
O (2.035, -0.444, -1.057)  -0.631
O (-0.348, -4.314, 0.229)  -0.934
O (0.868, 3.088, 4.043)  -0.623
N (-0.177, -2.858, -1.809)  -0.710
N (0.290, 0.545, -2.107)  -0.615
N (-0.351, 1.661, 2.799)  -0.586
C (-0.625, 3.839, 0.343)  -0.023
C (-0.522, 0.547, 2.033)  0.299
C (0.391, -1.491, 1.104)  -0.102
C (0.829, 2.052, 3.407)  0.626
C (0.010, 1.614, -1.243)  0.124
C (1.268, -0.389, -1.994)  0.707
C (1.813, 0.016, 2.474)  -0.099
C (-1.754, 0.267, 1.431)  -0.287
C (0.074, 5.642, 2.028)  -0.623
C (-1.901, -0.877, 0.679)  -0.112
C (0.079, -1.673, -3.905)  -0.423
C (1.941, 1.141, 3.203)  -0.304
C (0.634, 3.258, 0.395)  -0.230
C (-0.829, -1.749, 0.530)  -0.390
C (0.986, -3.609, -2.209)  -0.227
C (-1.258, 2.188, -1.304)  -0.230
C (-1.566, 3.278, -0.518)  -0.206
C (1.395, -1.335, -3.198)  -0.303
C (0.568, -0.332, 1.862)  -0.153
C (2.060, -2.640, -2.735)  -0.412
C (-1.023, 5.043, 1.157)  -0.420
C (0.953, 2.156, -0.380)  -0.185
C (-0.916, -2.267, -2.897)  -0.218
H (1.935, 1.718, -0.320)  0.240
H (-0.312, 6.519, 2.544)  0.213
H (-2.554, 3.713, -0.579)  0.212
H (2.603, -3.104, -3.558)  0.211
H (-1.566, -1.505, -2.460)  0.208
H (-2.000, 1.779, -1.977)  0.205
H (-2.578, 0.951, 1.563)  0.220
H (-1.563, -3.010, -3.385)  0.203
H (1.391, 3.665, 1.046)  0.225
H (0.415, 4.934, 2.780)  0.239
H (1.328, -4.156, -1.332)  0.248
H (2.772, -2.393, -1.946)  0.244
H (-0.354, -0.812, -4.417)  0.211
H (2.651, -0.648, 2.321)  0.224
H (0.304, -2.413, -4.674)  0.223
H (-1.871, 4.766, 1.792)  0.202
H (0.921, 5.953, 1.422)  0.201
H (0.714, -4.341, -2.983)  0.179
H (2.874, 1.424, 3.664)  0.235
H (-2.839, -1.132, 0.212)  0.237
H (-0.365, 0.451, -2.868)  0.398
H (-1.389, 5.809, 0.466)  0.212
H (2.065, -0.823, -3.900)  0.241
H (1.202, -2.187, 0.969)  0.239
H (-1.133, 2.297, 2.910)  0.415